# 1
Entry from the OMol25 dataset: a molecular structure, C17H38ClN2O6P at a distorted geometry (the ωB97M-V functional and the def2-TZVPD basis).

Values from the calculation:
DFT total energy = -2032.8544 Ha
HOMO level = -0.2569 Ha
gap between HOMO and LUMO = 7.66 eV

Each line ends with the natural charge from an NBO analysis.
Positions of all 65 atoms, in Å:
C -6.402 -1.500 1.537  -0.6193
C -4.892 -1.783 1.483  -0.3862
C -4.039 -0.521 1.428  -0.4262
C -2.555 -0.857 1.336  -0.2657
N -1.611 0.273 1.178  -0.9459
P -1.976 1.754 1.997  0.9858
Cl -0.313 2.761 1.249  -0.3542
C -1.334 1.419 3.734  -0.5439
N -1.246 0.014 4.126  -0.8359
H -6.899 -2.086 2.316  0.2028
H -6.893 -1.743 0.590  0.1955
H -6.607 -0.443 1.743  0.1959
H -4.593 -2.374 2.360  0.1450
H -4.664 -2.402 0.606  0.2893
H -4.335 0.093 0.564  0.1965
H -4.237 0.095 2.321  0.1845
H -2.400 -1.517 0.473  0.2425
H -2.238 -1.424 2.220  0.1865
H -1.586 0.519 0.189  0.3745
H -0.334 1.858 3.777  0.2245
H -1.980 2.026 4.391  0.1847
H -2.148 -0.349 4.418  0.3562
H -0.623 -0.082 4.920  0.3624
O -4.463 -2.979 -0.086  -0.5231
C -3.398 -3.536 -0.140  0.7519
O -2.315 -2.817 -0.495  -0.5082
C -0.977 -3.348 -0.467  -0.0705
C -0.608 -4.156 -1.693  -0.6397
C -3.258 -5.014 0.137  -0.7263
H -0.823 -3.908 0.457  0.1755
H -0.356 -2.453 -0.415  0.2114
H -1.202 -5.066 -1.788  0.1998
H 0.444 -4.436 -1.630  0.2348
H -0.727 -3.557 -2.595  0.2382
H -3.465 -5.547 -0.793  0.2435
H -4.023 -5.287 0.859  0.2435
H -2.279 -5.321 0.492  0.2222
O 1.994 -2.824 -2.980  -0.5925
C 2.307 -2.016 -2.143  0.8009
O 1.360 -1.141 -1.775  -0.5185
C 1.459 -0.263 -0.645  -0.0662
C 2.259 0.989 -0.919  -0.6448
C 3.674 -1.966 -1.511  -0.7443
H 1.838 -0.812 0.222  0.1696
H 0.415 -0.040 -0.436  0.2033
H 3.306 0.780 -1.139  0.2159
H 2.218 1.645 -0.050  0.2260
H 1.850 1.525 -1.776  0.2263
H 4.310 -1.348 -2.148  0.2525
H 4.075 -2.976 -1.507  0.2429
H 3.691 -1.547 -0.508  0.2241
O 4.143 2.827 -2.821  -0.5766
C 4.576 3.881 -2.440  0.7996
O 4.713 4.069 -1.108  -0.5074
C 5.285 5.258 -0.543  -0.0683
C 4.268 6.372 -0.414  -0.6373
C 4.907 5.001 -3.396  -0.7445
H 6.161 5.570 -1.112  0.1733
H 5.633 4.940 0.439  0.1986
H 3.905 6.699 -1.388  0.2076
H 4.720 7.230 0.086  0.2192
H 3.416 6.036 0.177  0.2241
H 3.988 5.558 -3.585  0.2458
H 5.224 4.550 -4.333  0.2502
H 5.662 5.697 -3.044  0.2185

# 2
Entry from the OMol25 dataset: C3H3N3O2 in the gas phase at a distorted geometry (the ωB97M-V functional and the def2-TZVPD basis).

Values from the calculation:
energy above the lowest of the compared OMol25 structures with the same formula, charge and spin = 496.70 kJ/mol
SMILES = O=CNc1cnno1
DFT total energy = -430.7318 Ha
HOMO level = -0.3650 Ha
gap between HOMO and LUMO = 9.67 eV

Each line ends with the natural charge from an NBO analysis.
Positions of all 11 atoms, in Å:
O -2.236 -1.351 -0.251  -0.5604
C -1.963 -0.194 0.049  0.5384
N -0.889 0.420 -0.076  -0.6045
C 0.395 -0.107 -0.138  0.4696
C 1.536 0.668 -0.334  -0.2041
N 2.508 -0.273 0.010  -0.1921
N 2.103 -1.506 0.103  0.1040
O 0.672 -1.435 -0.138  -0.2979
H -2.736 0.503 0.685  0.0797
H -0.961 1.510 0.427  0.4306
H 1.571 1.766 -0.336  0.2367

# 3
Entry from the OMol25 dataset: a molecular structure, C44H43BrN8O5PSTi at a distorted geometry (the ωB97M-V functional and the def2-TZVPD basis).

Values from the calculation:
energy above the lowest of the compared OMol25 structures with the same formula, charge and spin = 63.13 kJ/mol
charge = +1
DFT total energy = -6679.5630 Ha
HOMO level (spin up / spin down) = -0.2867 / -0.2794 Ha
gap between HOMO and LUMO (spin up / spin down) = 4.89 / 4.66 eV

Each line ends with the Mulliken charge.
Positions of all 104 atoms, in Å:
Ti -0.079 -0.159 0.303  0.6306
N 0.563 -1.014 -1.725  0.7310
C -0.425 -1.830 -2.347  -0.1055
C -0.515 -2.058 -3.690  -0.1630
C -1.537 -2.892 -4.203  -0.9664
C -2.429 -3.505 -3.372  -0.8621
C -2.368 -3.274 -1.976  1.2944
C -3.240 -3.863 -1.034  -1.0827
C -3.108 -3.555 0.292  -1.2287
C -2.139 -2.614 0.683  -0.6101
N -1.315 -2.038 -0.163  1.1047
C -1.389 -2.397 -1.475  -0.3917
H 1.084 -0.455 -2.394  -0.5256
H 1.280 -1.569 -1.235  -0.0778
H 0.220 -1.625 -4.359  0.6298
H -1.588 -3.061 -5.270  0.4384
H -3.189 -4.167 -3.765  0.4542
H -4.000 -4.557 -1.372  0.4618
H -3.746 -4.003 1.040  0.5180
H -2.047 -2.315 1.721  0.5906
O 0.742 0.716 1.802  -0.2638
C 1.713 0.332 0.962  0.8061
C 3.082 0.512 1.330  -0.1179
C 3.397 1.235 2.499  -0.8650
C 4.710 1.426 2.882  -0.8186
C 5.745 0.898 2.116  -0.9374
C 5.457 0.180 0.963  -0.7477
C 4.143 -0.020 0.551  1.0424
P 3.728 -1.036 -0.902  0.7801
C 5.354 -1.648 -1.465  -0.1215
C 5.714 -2.937 -1.080  -0.4104
C 6.949 -3.463 -1.433  -0.7064
C 7.831 -2.705 -2.190  -0.4930
C 7.478 -1.422 -2.587  -0.7390
C 6.249 -0.894 -2.223  -0.1344
C 3.347 0.220 -2.190  -0.2079
C 3.202 -0.226 -3.509  -0.2209
C 2.789 0.638 -4.513  -0.6933
C 2.502 1.966 -4.210  -0.6005
C 2.646 2.419 -2.907  -0.7516
C 3.067 1.553 -1.902  0.0063
H 2.587 1.644 3.087  0.4924
H 4.934 1.986 3.781  0.4296
H 6.775 1.041 2.417  0.4120
H 6.273 -0.235 0.386  0.4094
H 5.021 -3.533 -0.497  0.4245
H 7.220 -4.464 -1.124  0.4049
H 8.792 -3.114 -2.473  0.3972
H 8.165 -0.829 -3.176  0.4101
H 5.985 0.112 -2.528  0.4565
H 3.427 -1.260 -3.752  0.4419
H 2.702 0.280 -5.531  0.4916
H 2.186 2.646 -4.992  0.4446
H 2.436 3.454 -2.665  0.4481
H 3.174 1.918 -0.889  0.5475
N -0.738 1.854 -2.167  -0.0700
C -0.954 3.144 -2.483  -0.3573
C -0.927 3.853 -1.306  -1.3225
C -0.690 2.895 -0.311  -0.7209
N -0.573 1.685 -0.843  1.1279
H -0.691 1.066 -2.790  -0.1091
H -1.107 3.452 -3.503  0.5435
H -1.064 4.912 -1.178  0.5329
H -0.610 3.019 0.757  0.4691
C -7.010 5.315 1.059  -1.0686
C -5.613 5.164 1.639  -0.5704
S -4.882 3.573 1.341  1.4040
O -5.184 3.160 -0.011  -0.7144
O -3.504 3.621 1.767  -0.6266
C -5.761 2.466 2.438  -0.9506
C -5.489 0.999 2.103  -1.1804
N -4.062 0.659 2.145  0.5372
C -3.247 0.487 1.075  0.2119
N -1.975 0.413 1.452  1.5925
C -1.951 0.533 2.807  -1.0159
C -3.224 0.688 3.248  -0.8585
N -3.648 0.813 4.608  1.0927
O -4.849 0.890 4.832  -0.6557
O -2.776 0.863 5.446  -0.6199
C -3.687 0.360 -0.342  -1.2257
H -7.369 6.327 1.238  0.3819
H -7.720 4.629 1.521  0.2892
H -7.002 5.133 -0.014  0.3018
H -5.572 5.320 2.718  0.3779
H -4.898 5.851 1.180  0.4185
H -6.826 2.667 2.322  0.5691
H -5.461 2.702 3.457  0.5295
H -5.852 0.765 1.108  0.5161
H -6.013 0.378 2.823  0.4333
H -1.036 0.524 3.373  0.6673
H -3.643 -0.686 -0.655  0.0375
H -3.010 0.940 -0.966  -0.0759
H -4.687 0.741 -0.511  0.6532
Br 2.003 -5.585 4.722  -0.1332
C 1.527 -4.219 3.519  0.0098
C 1.465 -2.904 3.943  -0.9756
C 1.108 -1.937 3.018  -0.2727
N 0.810 -2.209 1.746  0.5102
C 0.884 -3.483 1.361  -0.2973
C 1.241 -4.525 2.199  -1.0075
H 1.692 -2.631 4.964  0.4958
H 1.072 -0.893 3.302  0.3098
H 0.655 -3.690 0.321  0.4769
H 1.293 -5.539 1.832  0.4834

# 4
Entry from the OMol25 dataset: 9 unconnected molecules or ions with the total composition C46H106N4O9 at a distorted geometry (the ωB97M-V functional and the def2-TZVPD basis).

Values from the calculation:
energy above the lowest of the compared OMol25 structures with the same formula, charge and spin = 10.91 kJ/mol
SMILES = CC1(C)CCCC(C)(C)N1O.CC1(C)CCCC(C)(C)N1O.CC1(C)CCCC(C)(C)N1O.CC1(C)CCCC(C)(C)N1O.CCO.CCO.CCO.CCO.CCO
DFT total energy = -2712.1542 Ha
HOMO level = -0.2960 Ha
gap between HOMO and LUMO = 8.51 eV

Each line ends with the Mulliken charge.
Positions of all 165 atoms, in Å:
C -0.217 -1.384 -2.059  -1.1212
C -0.618 -1.037 -0.612  1.9812
C -0.632 0.514 -0.539  -1.8306
C -2.026 -1.567 -0.363  -1.1764
C -2.429 -1.686 1.094  -0.9650
C -1.298 -2.399 1.874  -0.8923
C 0.086 -1.743 1.741  2.2719
C 0.184 -0.379 2.469  -1.6038
C 1.024 -2.806 2.303  -1.9291
N 0.370 -1.571 0.316  0.3533
O 1.695 -1.255 -0.002  1.4681
H 0.541 -0.685 -2.426  0.4128
H 0.309 -2.342 -2.100  -0.2528
H -1.054 -1.323 -2.753  -0.0526
H 0.360 0.969 -0.491  0.0444
H -1.131 1.032 -1.360  0.4078
H -1.184 0.818 0.355  0.3176
H -2.726 -1.097 -1.060  0.3451
H -2.114 -2.601 -0.729  0.3147
H -2.601 -0.711 1.565  0.1899
H -3.337 -2.276 1.229  0.5559
H -1.314 -3.426 1.511  0.3095
H -1.587 -2.283 2.920  0.5506
H 0.974 0.149 1.936  -0.4540
H 0.580 -0.550 3.471  0.6802
H -0.748 0.170 2.400  -0.1020
H 0.839 -2.977 3.365  0.6719
H 2.072 -2.478 2.310  0.1284
H 1.043 -3.740 1.741  -0.1605
H 2.061 -2.101 -0.295  -0.2026
C -2.292 0.962 4.895  -1.8096
C -1.362 1.954 5.603  1.7784
C -0.560 1.176 6.651  -1.7798
C -0.412 2.461 4.490  -0.1081
C 0.399 3.640 4.946  -0.5261
C -0.565 4.773 5.244  -1.7044
C -1.590 4.426 6.334  1.8945
C -0.833 4.515 7.684  -1.7527
C -2.689 5.484 6.255  -2.0341
N -2.153 3.100 6.060  0.3300
O -3.065 2.763 7.092  -0.5102
H -2.781 1.339 3.990  0.4448
H -1.775 0.038 4.641  0.1599
H -3.176 0.679 5.480  0.5089
H -1.297 0.880 7.413  0.4209
H -0.262 0.170 6.354  0.3650
H 0.233 1.748 7.125  0.3242
H 0.216 1.619 4.193  -0.8353
H -0.990 2.742 3.606  0.5434
H 1.009 3.477 5.841  0.2936
H 1.082 3.909 4.135  0.4269
H -1.074 5.000 4.298  0.3794
H 0.064 5.654 5.403  0.4792
H -1.364 5.131 8.415  0.4684
H 0.187 4.903 7.688  0.2831
H -0.770 3.546 8.187  0.3258
H -3.455 5.242 6.997  0.4595
H -3.137 5.398 5.262  0.4525
H -2.449 6.531 6.431  0.3607
H -3.913 2.781 6.636  0.3575
C -3.189 2.188 -2.795  -2.3686
C -4.563 2.460 -3.426  1.9291
C -5.623 1.486 -2.861  -1.5775
C -4.926 3.891 -2.966  -1.2949
C -6.070 4.537 -3.754  -0.7256
C -5.839 4.448 -5.271  -1.3657
C -5.353 3.048 -5.764  1.6887
C -6.639 2.234 -5.934  -1.6000
C -4.741 3.386 -7.143  -1.9014
N -4.388 2.470 -4.861  0.2096
O -3.825 1.270 -5.350  -0.3989
H -3.196 1.962 -1.723  0.5296
H -2.812 1.185 -3.045  0.5027
H -2.477 2.959 -3.079  0.3904
H -5.391 1.257 -1.820  0.4929
H -6.616 1.934 -2.837  0.3230
H -5.584 0.564 -3.444  0.2107
H -5.069 3.847 -1.888  0.3843
H -4.041 4.494 -3.189  0.4282
H -7.057 4.100 -3.570  0.3184
H -6.140 5.567 -3.398  0.4422
H -5.153 5.282 -5.472  0.4370
H -6.684 4.745 -5.894  0.4358
H -7.325 2.247 -5.085  0.3604
H -6.351 1.177 -6.014  0.2160
H -7.217 2.455 -6.830  0.4366
H -4.052 4.233 -7.100  0.4106
H -5.485 3.715 -7.865  0.4032
H -4.154 2.533 -7.492  0.4142
H -3.111 1.563 -5.927  0.2784
C 3.365 -1.274 -3.673  -1.1900
C 4.850 -0.936 -3.725  1.7061
C 5.626 -2.086 -4.413  -1.9345
C 5.167 0.326 -4.562  -1.3256
C 4.738 1.551 -3.790  -0.5949
C 5.563 1.637 -2.528  -1.1649
C 5.498 0.412 -1.570  1.6528
C 6.796 0.499 -0.745  -2.2174
C 4.304 0.387 -0.643  -1.6114
N 5.436 -0.830 -2.391  0.1368
O 5.276 -1.993 -1.604  -0.2860
H 3.188 -2.201 -3.127  -0.1022
H 2.839 -0.522 -3.070  0.1038
H 2.830 -1.240 -4.623  0.5207
H 5.420 -2.187 -5.482  0.3719
H 6.669 -1.759 -4.418  0.5066
H 5.533 -3.026 -3.876  0.2904
H 6.196 0.382 -4.912  0.3388
H 4.538 0.170 -5.444  0.5146
H 4.977 2.492 -4.295  0.3871
H 3.680 1.563 -3.522  0.3318
H 5.133 2.498 -2.003  0.3483
H 6.613 1.851 -2.721  0.4361
H 6.961 1.414 -0.181  0.2928
H 7.586 0.479 -1.500  0.5967
H 6.895 -0.372 -0.093  0.3983
H 4.386 -0.286 0.213  0.4680
H 3.296 0.356 -1.048  0.0391
H 4.363 1.345 -0.092  0.5337
H 6.169 -2.141 -1.272  0.3181
C 2.870 -4.541 -1.366  -0.0084
C 2.605 -5.874 -0.719  -0.8077
O 2.083 -5.815 0.608  -0.4046
H 1.915 -3.996 -1.442  -0.4356
H 3.077 -4.638 -2.436  0.4483
H 3.589 -3.844 -0.940  0.1252
H 3.549 -6.427 -0.665  0.4729
H 1.952 -6.499 -1.327  0.2713
H 2.716 -6.106 1.265  0.2367
C 3.375 1.960 3.233  -0.8233
C 4.254 0.719 3.014  -0.2982
O 3.488 -0.469 2.741  -0.0536
H 3.725 2.798 2.630  0.4348
H 3.149 2.152 4.277  0.3355
H 2.410 1.736 2.761  0.0707
H 4.704 0.444 3.968  0.4389
H 4.945 0.811 2.174  0.0802
H 2.997 -0.384 1.913  -0.1683
C -2.674 -6.217 0.143  -1.2359
C -1.201 -5.879 -0.065  0.1010
O -1.025 -4.795 -0.961  -0.4434
H -3.233 -6.535 -0.738  0.3564
H -3.221 -5.289 0.362  0.2356
H -2.812 -6.839 1.027  0.3522
H -0.569 -6.722 -0.360  0.3381
H -0.779 -5.593 0.906  0.0944
H -0.639 -4.072 -0.453  0.0354
C 3.750 -3.834 4.659  -0.7407
C 4.801 -2.866 5.178  0.1538
O 4.883 -2.952 6.596  -0.5442
H 3.976 -4.000 3.600  0.1672
H 2.756 -3.396 4.719  0.1270
H 3.753 -4.841 5.074  0.4383
H 4.542 -1.841 4.888  -0.1274
H 5.770 -3.066 4.704  0.3007
H 5.686 -2.499 6.869  0.3043
C -2.641 -2.714 -5.256  -1.0846
C -3.754 -2.166 -4.358  0.3740
O -4.703 -1.476 -5.147  -0.6018
H -2.141 -1.844 -5.691  0.2380
H -3.057 -3.337 -6.045  0.3393
H -1.865 -3.273 -4.729  0.2940
H -3.291 -1.487 -3.635  -0.2357
H -4.340 -2.985 -3.941  0.3587
H -4.543 -0.535 -5.285  0.3589

# 5
Entry from the OMol25 dataset: a molecular structure, C2H3NO3S at a distorted geometry (the ωB97M-V functional and the def2-TZVPD basis).

Values from the calculation:
energy above the lowest of the compared OMol25 structures with the same formula, charge and spin = 239.11 kJ/mol
DFT total energy = -756.5851 Ha
HOMO level = -0.3478 Ha
gap between HOMO and LUMO = 7.61 eV

Each line ends with the natural charge from an NBO analysis.
Positions of all 10 atoms, in Å:
C 0.179 -1.575 -0.357  0.4535
C 0.769 0.431 0.673  0.0701
N 1.015 -0.906 0.361  -0.5686
O -0.837 -0.973 -0.942  -0.7525
O -2.243 1.559 -0.148  -0.7855
O 0.228 1.355 -0.403  -0.7456
S -1.195 1.292 -1.067  1.7792
H 0.335 -2.625 -0.549  0.1631
H 0.045 0.517 1.496  0.1828
H 1.705 0.925 0.936  0.2036

# 6
Entry from the OMol25 dataset: a molecular structure, C2H10BrN4 at a distorted geometry (the ωB97M-V functional and the def2-TZVPD basis).

Values from the calculation:
energy above the lowest of the compared OMol25 structures with the same formula, charge and spin = 264.69 kJ/mol
charge = +1
DFT total energy = -2874.8184 Ha
HOMO level = -0.4931 Ha
gap between HOMO and LUMO = 9.51 eV

Each line ends with the natural charge from an NBO analysis.
Positions of all 17 atoms, in Å:
C 1.414 -1.979 -0.214  -0.4490
C -0.757 -1.175 -0.025  0.2606
N 0.896 0.378 0.440  -0.6609
N -1.805 0.277 0.036  -0.7697
N 0.471 -0.865 0.117  -0.0796
N -0.261 2.551 -0.214  -1.0218
Br -3.569 -0.166 -0.304  0.2651
H 1.094 -2.555 -1.043  0.2475
H 2.517 -1.573 -0.296  0.2524
H 1.468 -2.799 0.492  0.2523
H -1.242 -2.073 -0.042  0.2269
H 0.267 1.408 0.129  0.4193
H 1.904 0.425 0.563  0.3851
H -1.697 0.298 1.088  0.3848
H -0.344 3.028 0.655  0.4198
H 0.671 2.705 -0.675  0.4175
H -1.026 2.116 -0.710  0.4496